[1]
# C10H25N2O2

C10H25N2O2 as an isolated structure (ωB97M-V/def2-TZVPD, the Open Molecules 2025 dataset).

XYZ file:
```
39
Properties=species:S:1:pos:R:3:forces:R:3
C -3.0160 -0.5960 -1.8634 1.34 1.18 -5.67
H -2.0933 0.0011 -2.3272 -2.12 -0.54 1.02
H -2.5771 -1.5381 -1.9106 0.13 -2.11 0.12
C -3.5024 -0.1167 -0.6240 -2.19 -3.96 6.01
H -4.0423 0.6939 -0.8921 -1.62 3.24 0.35
H -4.3453 -0.8698 -0.1388 1.56 1.47 -1.61
C -2.5393 0.0014 0.6071 2.64 1.05 -8.92
N -1.5135 1.1529 -0.1409 0.35 -1.84 4.00
H -1.9752 1.7422 -0.8187 -0.42 0.08 0.41
C -0.8404 1.8930 1.0172 -3.88 5.59 -5.75
H -1.3131 3.1662 1.0724 1.31 -3.70 0.11
C 0.5347 2.0602 0.7029 5.37 -1.66 3.97
N 1.0827 0.4008 0.3870 0.14 4.19 11.26
H 0.7448 0.4675 -0.4198 -4.14 -0.82 -8.90
C 2.5052 0.2969 0.3685 -2.53 -3.05 12.97
C 2.7003 -1.2079 0.8775 2.58 -0.35 -3.48
C 2.2013 -2.2701 -0.2392 -2.96 9.79 -2.20
H 2.4209 -3.1848 0.0064 1.31 -5.09 0.89
H 2.6222 -1.7562 -1.3524 -1.28 -2.25 3.36
H 1.0505 -2.0169 -0.1736 1.93 -1.38 -0.86
H 3.8036 -1.3328 0.6945 -0.65 -0.01 1.71
H 2.2628 -1.3323 1.8963 0.75 0.05 -0.83
H 2.9737 0.9992 1.3616 -1.32 -2.01 -2.57
C 3.0127 0.8603 -0.6773 8.26 5.55 -14.67
H 3.2839 2.0569 -1.0368 -1.02 -2.62 2.88
O 2.1870 0.5779 -1.8542 -3.26 -0.77 3.43
H 2.4786 0.5619 -2.7153 1.98 0.21 -2.55
H 4.0517 0.4524 -1.0984 -1.59 0.39 2.02
H 0.4467 -0.1007 1.2438 1.62 0.43 -3.14
H 1.1821 2.2788 1.7739 -1.64 -0.32 -3.15
H 0.9098 2.7212 -0.0842 -0.44 -0.51 -0.02
H -1.1130 1.4578 1.8721 -0.46 -1.57 3.43
H -2.8958 0.4923 1.3997 -1.58 1.22 3.32
C -1.7454 -1.3217 0.7136 -2.05 4.07 1.57
H -2.4991 -1.9994 1.0443 0.22 -1.43 -0.10
H -1.1773 -1.3478 -0.1320 0.23 -1.46 -3.23
O -0.7246 -1.0094 1.5985 1.78 -4.53 7.76
H -0.6444 -1.8249 2.5132 -0.36 3.88 -4.34
H -3.8976 -0.5094 -2.6514 2.01 -0.44 1.42
```
Forces are in eV/Å.

Results
2S+1: 1
Relative energy (zero: lowest compared OMol25 entry of this formula, charge and spin) in eV: 12.396
Total charge: +1
Kohn-Sham gap in Ha: 0.3395

These are the natural (NBO) partial charges, in e, on atoms 1 to 6: C -0.620; H 0.212; H 0.209; C -0.416; H 0.221; H 0.191

***

[2]
# C10H25N3O2RhS2

C10H25N3O2RhS2 as an isolated structure (ωB97M-V/def2-TZVPD, the Open Molecules 2025 dataset).

XYZ file:
```
43
Properties=species:S:1:pos:R:3:forces:R:3
Rh -0.5744 0.0769 0.1061 -1.58 -0.25 2.53
S -0.9502 -2.2754 -0.1107 0.38 -1.50 -1.10
S -0.9798 2.4219 -0.1045 0.45 1.49 -1.09
C 0.6324 -3.1720 0.0194 -0.03 0.11 0.24
C -1.1595 -2.3505 -1.9326 -0.54 -0.45 0.16
C -0.5530 -1.1603 -2.6411 0.04 0.12 0.01
N -1.0453 0.0752 -1.9831 -0.27 0.01 -1.25
C -0.5722 1.3194 -2.6396 0.05 -0.09 0.00
C -1.1939 2.4989 -1.9264 -0.53 0.41 0.18
H -2.2434 -2.4038 -2.0934 0.20 -0.06 -0.11
H -0.7141 -3.2940 -2.2521 -0.15 0.05 -0.11
H -0.8421 -1.1538 -3.6993 0.12 -0.15 0.12
H 0.5433 -1.1634 -2.5858 -0.16 -0.02 -0.08
H -0.8642 1.3107 -3.6970 0.11 0.15 0.12
H 0.5239 1.3379 -2.5875 -0.17 0.01 -0.06
H -2.2789 2.5361 -2.0852 0.20 0.07 -0.10
H -0.7638 3.4499 -2.2444 -0.15 -0.05 -0.11
C 0.6017 3.3177 0.0296 -0.10 -0.08 0.22
H -2.0706 0.0671 -2.0343 0.12 0.00 -0.10
H 1.3204 3.0106 -0.7406 -0.22 0.12 0.12
H 0.9966 3.1509 1.0381 -0.07 0.11 -0.20
H 0.3601 4.3798 -0.0898 0.14 -0.15 0.03
H 1.0383 -2.9991 1.0218 -0.07 -0.09 -0.20
H 1.3444 -2.8706 -0.7588 -0.21 -0.10 0.14
H 0.3869 -4.2342 -0.0902 0.11 0.15 0.01
C -3.1270 0.0530 0.5552 -0.23 0.07 0.62
C -2.5581 0.0676 1.7945 -0.70 0.01 -0.47
H -3.4422 -0.8920 0.0870 0.17 0.40 0.22
H -3.4625 0.9842 0.0737 0.15 -0.40 0.25
H -2.3384 -0.8639 2.3264 -0.17 0.41 -0.13
H -2.3700 1.0122 2.3175 -0.13 -0.43 -0.14
C 3.0496 -0.5725 3.9288 0.56 -0.03 0.32
O 1.6702 -0.1317 3.7090 -0.92 0.04 -1.87
C 1.1800 -0.0167 2.4828 1.01 -0.31 2.23
O -0.0420 0.1035 2.2774 0.76 0.03 -0.19
N 2.0774 -0.0892 1.4673 -0.21 0.38 -1.66
N 1.5234 0.0893 0.1367 2.44 0.20 1.18
H 3.6422 0.2874 4.2651 -0.27 -0.21 -0.06
H 3.5096 -1.0261 3.0370 -0.34 0.05 0.42
H 2.9875 -1.3231 4.7201 0.02 0.23 -0.13
H 3.0542 0.1619 1.6192 -0.30 -0.11 -0.25
H 1.8603 0.9655 -0.2711 0.22 -0.21 0.20
H 1.8433 -0.6854 -0.4450 0.26 0.07 0.09
```
Forces are in eV/Å.

Results
2S+1: 5
Relative energy (zero: lowest compared OMol25 entry of this formula, charge and spin) in eV: 0.000
Total charge: +3
Kohn-Sham gap (alpha / beta) in Ha: 0.3400 / 0.2386

These are the Mulliken partial charges, in e, on atoms 1 to 6: Rh 0.366; S 0.176; S 0.187; C -1.051; C -0.645; C -0.609

***

[3]
# C10H25N5O9P

A 4-piece molecular cluster, C10H25N5O9P overall (ωB97M-V/def2-TZVPD, the Open Molecules 2025 dataset).

XYZ file:
```
50
Properties=species:S:1:pos:R:3:forces:R:3
C -0.8733 -0.5872 -2.9526 0.14 0.13 -0.03
C -0.8594 0.8679 -2.4605 -0.29 -0.24 0.72
C -2.0720 1.2160 -1.5630 0.37 -0.20 -0.13
C -1.7852 1.1011 -0.0654 -0.76 -0.13 0.04
N -1.7218 -0.3109 0.3557 0.55 0.39 -0.10
C -0.6735 -0.5576 1.4387 -0.45 -0.78 -0.76
C 0.7170 -0.3643 0.8550 -0.27 0.20 -0.07
C 1.3874 0.9410 1.2282 -0.12 0.27 0.37
N 0.9638 1.7703 2.0909 0.08 -0.22 -0.11
P -0.8942 -2.2084 1.9780 0.54 1.20 1.41
O -0.8455 -2.3941 3.4463 -0.17 -0.48 0.10
O 0.2464 -3.2249 1.3148 -0.55 -0.06 -0.21
O -2.3259 -2.7875 1.4280 0.44 -0.43 -0.14
H -0.4626 -0.6725 -3.9607 0.08 -0.05 0.04
H -0.2945 -1.2158 -2.2753 -0.04 -0.08 -0.05
H -1.8861 -0.9931 -2.9677 -0.03 0.04 -0.04
H 0.0310 1.0142 -1.8407 0.10 0.09 -0.19
H -0.7849 1.5698 -3.2810 -0.13 -0.03 -0.15
H -2.8704 0.5016 -1.7859 -0.17 0.19 -0.04
H -2.4396 2.2185 -1.8047 0.03 0.03 0.09
H -0.8857 1.6464 0.2131 0.10 -0.09 -0.10
H -2.6161 1.5927 0.4645 0.14 0.14 0.09
H -2.6119 -0.4905 0.7993 0.00 -0.10 -0.04
H 1.3986 -1.1708 1.1324 0.08 0.07 0.07
H 0.6736 -0.4115 -0.2480 0.08 -0.01 0.01
H 2.3264 1.1829 0.7227 -0.05 -0.03 -0.12
H 0.0960 1.3540 2.4721 0.01 0.03 -0.07
H -0.1880 -3.8940 0.7820 0.10 -0.20 -0.04
H -2.2702 -2.9213 0.4742 -0.25 0.38 -0.16
C -3.1202 -1.0275 5.6034 0.03 -0.16 0.07
N -4.1702 0.0244 5.6956 0.00 -0.09 0.05
O -4.9718 -0.0491 6.6128 -0.01 0.00 0.01
O -4.1688 0.8932 4.8537 -0.02 0.03 -0.01
H -3.2688 -1.7181 6.4248 -0.04 0.04 0.02
H -3.2169 -1.5319 4.6461 0.15 0.14 -0.09
H -2.1521 -0.5410 5.6651 0.01 0.02 -0.20
C 5.8407 -1.1126 0.8646 0.09 0.01 -0.14
N 4.3901 -0.7831 0.7671 0.15 -0.10 0.10
O 3.9410 -0.5604 -0.3391 -0.04 0.01 0.03
O 3.7767 -0.7695 1.8093 0.08 -0.01 -0.10
H 6.2649 -1.0922 -0.1324 -0.04 0.01 -0.01
H 6.2997 -0.3669 1.5065 -0.03 -0.04 0.07
H 5.9182 -2.1003 1.3085 -0.02 0.03 0.07
C 1.9395 2.6883 -6.3148 0.09 -0.12 -0.05
N 0.8280 2.3992 -5.3653 0.11 -0.06 -0.08
O 0.4109 1.2617 -5.3207 0.03 0.15 -0.18
O 0.4245 3.3348 -4.7087 -0.07 0.00 -0.03
H 2.1959 1.7703 -6.8298 -0.03 -0.02 0.03
H 1.5846 3.4462 -7.0062 0.01 0.06 0.05
H 2.7751 3.0621 -5.7311 -0.03 0.07 0.01
```
Forces are in eV/Å.

Results
2S+1: 1
Total charge: -1
Kohn-Sham gap in Ha: 0.1563

These are the natural (NBO) partial charges, in e, on atoms 1 to 6: C -0.608; C -0.415; C -0.392; C -0.225; N -0.699; C -0.701

***

[4]
# C10H25N7O8P

A 4-piece molecular cluster, C10H25N7O8P overall (ωB97M-V/def2-TZVPD, the Open Molecules 2025 dataset).

XYZ file:
```
51
Properties=species:S:1:pos:R:3:forces:R:3
C 1.3721 -0.0201 2.0290 -0.11 0.04 -0.18
C 0.1615 -0.7559 1.4957 -0.22 0.07 0.12
N -0.2952 -0.2036 0.1932 0.11 -1.32 -0.26
C -1.3414 -0.8767 -0.3482 0.10 0.40 0.05
N -1.7860 -0.5769 -1.5449 0.07 0.47 -0.23
C -1.2539 0.4944 -2.3925 -0.24 -0.19 0.37
C -1.6548 1.8764 -1.9372 0.58 0.94 -0.38
N -1.0151 2.8612 -2.4198 -0.27 -0.57 0.42
N -2.0076 -1.8674 0.3506 0.34 0.24 0.11
C -1.1597 -2.7943 1.1311 0.23 -0.05 0.47
C 0.2689 -2.2716 1.3389 -0.18 0.40 -0.30
P 1.4579 -2.9039 0.0168 0.66 -1.24 0.80
O 0.4349 -3.2368 -1.2263 -0.10 0.68 0.07
O 2.1348 -1.5525 -0.5977 -0.70 0.49 -0.30
H 1.6574 -0.4647 2.9773 0.09 0.00 0.11
H 2.2256 -0.0419 1.3616 0.11 -0.04 -0.06
H 1.1157 1.0201 2.1985 0.00 0.16 0.13
H -0.6402 -0.5667 2.2131 -0.13 0.08 -0.02
H 0.5065 -0.1391 -0.4384 -0.14 0.54 -0.07
H -2.5627 -1.1054 -1.9025 -0.04 -0.33 0.13
H -1.6341 0.3245 -3.3945 -0.03 -0.04 -0.12
H -0.1725 0.4186 -2.4400 0.15 0.05 -0.11
H -2.4805 2.0063 -1.2373 -0.14 -0.28 0.06
H -1.3785 3.7418 -2.0570 -0.08 0.07 -0.09
H -2.7620 -1.4800 0.9005 -0.30 -0.15 -0.16
H -1.1545 -3.7719 0.6584 -0.16 -0.06 -0.17
H -1.6201 -2.9438 2.1040 -0.14 0.10 0.06
H 0.6417 -2.6804 2.2756 0.13 -0.17 0.05
H 0.0976 -4.1233 -1.0655 -0.05 -0.29 -0.31
H 2.9515 -1.3566 -0.1326 0.39 -0.06 -0.13
C 1.1502 4.1346 -0.1104 0.18 0.14 -0.08
N 1.4195 3.5947 1.2472 -0.02 0.02 -0.17
O 2.5642 3.3783 1.5646 0.17 -0.07 0.06
O 0.4511 3.3721 1.9508 -0.17 -0.04 0.11
H 2.0933 4.2634 -0.6273 0.05 -0.02 0.06
H 0.5195 3.4106 -0.6131 -0.06 0.03 -0.02
H 0.6268 5.0793 0.0034 -0.11 -0.06 0.02
C -1.8573 5.9498 2.6650 0.03 -0.17 0.02
N -2.0341 6.4702 1.2807 0.01 -0.06 0.09
O -1.8018 5.7146 0.3528 0.08 -0.20 -0.12
O -2.3950 7.6121 1.1643 -0.08 0.22 -0.01
H -1.5256 4.9204 2.6046 0.02 0.00 -0.04
H -1.1171 6.5768 3.1520 -0.05 0.07 0.02
H -2.8166 6.0361 3.1655 0.00 0.09 0.02
C 1.9640 -6.5842 -2.8790 0.08 0.04 -0.23
N 2.2569 -7.0590 -1.5022 0.01 0.09 -0.06
O 3.4151 -7.1442 -1.1764 0.19 -0.07 0.12
O 1.3032 -7.3116 -0.7930 -0.18 0.07 0.06
H 2.9033 -6.3823 -3.3782 0.04 -0.01 0.03
H 1.4053 -7.3602 -3.3927 -0.07 -0.01 0.07
H 1.3679 -5.6815 -2.7884 -0.06 -0.02 -0.02
```
Forces are in eV/Å.

Results
2S+1: 1
Relative energy (zero: lowest compared OMol25 entry of this formula, charge and spin) in eV: 0.000
Total charge: +1
Kohn-Sham gap in Ha: 0.3360

These are the natural (NBO) partial charges, in e, on atoms 1 to 6: C -0.623; C -0.038; N -0.585; C 0.714; N -0.501; C -0.302

***

Q: Which F_max values were calculated for the entries above? A: 0.345, 0.058, 0.037, 0.031, in Eh/bohr.
Q: Which E_tot values were calculated for the entries above? A: -17832.6978, -43987.0635, -45935.2200, -46861.4195, in eV.